(1)
67
Properties=species:S:1:pos:R:3 method="wB97M-V/def2-TZVPD" largest_force_ev_per_a=1.01 total_energy_ev=-118588.7528 gap_ev="5.482 / 5.483" charge=-1
Lu -0.6652 0.6371 0.0937
Cl -1.8748 -3.6764 -5.5331
C -1.6082 -3.1438 -3.8942
C -1.6601 -1.7874 -3.6229
C -1.4480 -1.2847 -2.3384
N -1.4070 0.0886 -2.0448
C -1.7319 1.0278 -2.9711
O -2.2708 0.8919 -4.0688
C -1.2316 2.3951 -2.5364
C -1.6926 3.6112 -3.2668
C -1.3610 4.8113 -2.7833
C -0.6021 4.9993 -1.5347
C 0.3483 4.2109 -1.0312
N 1.0289 3.2240 -1.7914
C -1.1827 -2.1994 -1.2812
C -1.1359 -3.5599 -1.5891
C -1.3484 -4.0322 -2.8748
Cl -1.2733 -5.7532 -3.1508
N -1.0189 -1.6764 0.0363
C -0.6897 -2.5127 1.0519
O -0.3424 -3.6913 1.0116
C -0.7834 -1.8738 2.4393
C -1.9390 -2.2701 3.2981
C -0.4327 -1.9890 4.8546
C 0.8361 -1.1879 5.0374
C 1.6441 -0.7165 4.0859
N 1.2919 -0.6423 2.7253
H -1.8808 -1.0997 -4.4209
H -2.3056 3.4935 -4.1525
H -1.7399 5.7038 -3.2699
H -0.8915 5.8381 -0.9120
H 0.7641 4.3796 -0.0488
H -0.9259 -4.2700 -0.8113
H -2.8003 -2.7750 2.8842
H -0.5256 -2.6238 5.7351
H 1.1894 -1.0475 6.0523
H 2.5932 -0.2566 4.3352
C -2.2972 0.0272 4.3910
C -1.9225 -1.4129 4.5571
C -0.5478 -2.8132 3.5816
C -0.1464 -0.5419 2.5689
N -0.6161 0.6193 2.7734
C -1.8114 0.8656 3.4729
C 2.2052 -0.4311 1.7363
C 3.5376 -0.8333 1.9115
C 4.4333 -0.5550 0.9098
C 4.0054 0.0884 -0.2435
C 2.6698 0.4266 -0.3522
N 1.7804 0.1922 0.6252
C 2.1533 1.1028 -1.5713
C 2.7262 0.9847 -2.7672
C 2.0617 1.4189 -3.9916
C 0.8657 1.9899 -3.9270
C 0.2725 2.3451 -2.6156
N 0.9184 1.7892 -1.3779
H -3.0791 0.4208 5.0298
H -2.5671 -1.8560 5.3150
H -0.1480 -3.7971 3.3922
H -2.1889 1.8633 3.3175
H 3.8212 -1.3764 2.8002
H 5.4708 -0.8477 1.0134
H 4.7035 0.3332 -1.0284
H 3.6362 0.4088 -2.8630
H 2.5030 1.1517 -4.9426
H 0.2544 2.1673 -4.8033
H -1.5187 2.5348 -1.4772
S -2.1018 2.4923 0.8520

(2)
210
Properties=species:S:1:pos:R:3 method="wB97M-V/def2-TZVPD" largest_force_ev_per_a=4.72 total_energy_ev=-168212.5660 gap_ev=7.203
C 6.5358 -1.5514 3.3296
C 5.6252 -0.5998 3.2714
C 4.3870 -0.6020 4.1384
O 3.5010 0.2471 4.1093
C 4.2492 -1.8946 4.8152
C 5.1516 -2.8339 4.8889
C 6.4491 -2.7484 4.1698
O 7.3017 -3.6426 4.1567
O 4.9438 -3.9539 5.6802
O 5.8026 0.5150 2.5197
H 7.3213 -1.3146 2.6274
H 3.2941 -1.9584 5.3152
H 5.7417 -4.3381 6.0508
H 5.1100 1.1753 2.5975
C 3.5674 4.7669 1.6478
C 3.4954 6.0937 2.0121
C 3.6038 6.5461 3.3879
O 3.7565 7.6508 3.8432
C 3.6051 5.3764 4.3575
C 3.6505 4.1221 3.9758
C 3.6767 3.7043 2.5676
O 3.6931 2.5170 2.2011
O 3.7425 3.1252 4.8787
O 3.3845 7.0683 1.0931
H 3.5518 4.5011 0.6011
H 3.6940 5.5724 5.4159
H 3.4876 2.3015 4.4566
H 3.3409 7.9171 1.5395
C -0.9131 5.8454 0.9761
C -0.1824 4.7342 0.5985
C 0.4127 4.5888 -0.7334
O 0.9405 3.5970 -1.1187
C 0.2811 5.7721 -1.5846
C -0.4819 6.8078 -1.2308
C -1.1845 6.9560 0.0485
O -1.8253 7.9244 0.4376
O -0.6377 7.8145 -2.1392
O 0.1004 3.7952 1.4677
H -1.2745 5.9315 1.9902
H 0.7432 5.8357 -2.5587
H -1.5257 8.1589 -2.2594
H -0.4651 3.8839 2.2383
C -4.1907 2.2996 -2.2255
C -5.3430 2.4698 -2.8118
C -5.7274 3.7572 -3.5401
O -6.8076 3.9542 -4.0546
C -4.8359 4.7996 -3.2846
C -3.6359 4.6356 -2.6925
C -3.1590 3.3201 -2.1014
O -2.1264 3.1753 -1.3959
O -2.7462 5.6566 -2.5423
O -6.3048 1.4772 -2.8010
H -3.9860 1.3449 -1.7640
H -5.0630 5.7774 -3.6829
H -3.2068 6.4866 -2.6856
H -5.8246 0.6484 -2.7370
C -0.2189 1.6926 -4.2181
C 0.8559 2.4991 -4.1608
C 0.7976 3.8809 -4.6370
O 1.8437 4.5510 -4.6153
C -0.5370 4.3037 -5.1851
C -1.5870 3.4831 -5.1876
C -1.4894 2.0622 -4.8093
O -2.4277 1.2991 -4.8416
O -2.7507 3.8235 -5.7575
O 2.0023 2.1808 -3.4096
H -0.0870 0.6668 -3.9070
H -0.6291 5.3520 -5.4281
H -3.3806 3.1003 -5.7984
H 2.6745 2.8579 -3.5165
C -0.2504 0.2135 -0.4594
Cl -1.9526 -0.3143 -0.5476
Cl 0.6338 -0.8314 -1.6883
Cl 0.3020 -0.0017 1.2467
H -0.0940 1.2605 -0.7188
C 1.8746 0.3263 -6.7706
C 2.5024 -0.2315 -5.4943
O 2.6253 -1.5832 -5.8668
C 2.8144 -2.4845 -4.8030
C 2.9591 -3.8966 -5.4287
H 0.9255 -0.0979 -7.0985
H 1.5832 1.3713 -6.6648
H 2.6590 0.1675 -7.5106
H 3.4460 0.2791 -5.3021
H 1.8632 -0.1351 -4.6166
H 3.6253 -2.1465 -4.1577
H 1.8685 -2.4300 -4.2642
H 3.9766 -4.0831 -5.7723
H 2.2928 -4.0040 -6.2846
H 2.6445 -4.6411 -4.6974
C -3.4723 -1.9571 2.6013
C -3.9702 -1.4377 3.9490
O -4.3758 -2.4762 4.8437
C -4.8738 -1.9484 6.0690
C -6.2570 -2.6378 6.4764
H -4.2548 -2.4895 2.0607
H -3.1424 -1.0479 2.0987
H -2.6778 -2.6715 2.8170
H -3.2780 -0.7567 4.4441
H -4.8744 -0.8620 3.7511
H -4.0834 -2.0765 6.8086
H -5.0693 -0.8787 5.9935
H -6.2656 -3.7269 6.4328
H -7.0285 -2.4593 5.7274
H -6.5840 -2.2630 7.4463
C -2.8848 2.0121 2.4642
C -2.4212 2.7191 3.7447
O -1.6477 3.8854 3.4391
C -1.2129 4.5669 4.6518
C -0.0003 3.7379 5.3150
H -3.3063 2.7599 1.7925
H -2.0880 1.4806 1.9440
H -3.7058 1.3060 2.5889
H -3.2177 3.0573 4.4076
H -1.7251 2.0491 4.2493
H -0.7828 5.5135 4.3246
H -2.0038 4.6771 5.3937
H -0.2582 2.7537 5.7061
H 0.4630 4.3386 6.0977
H 0.7506 3.5433 4.5494
C 4.1013 0.7665 -0.5595
C 4.6375 0.3773 -1.9446
O 5.6649 1.3022 -2.3771
C 6.3104 0.8321 -3.6388
C 7.3785 1.8295 -4.0935
H 3.2043 0.2319 -0.2469
H 4.7724 0.4039 0.2191
H 3.9518 1.8177 -0.3130
H 5.0387 -0.6362 -1.9467
H 3.8764 0.3482 -2.7244
H 6.6728 -0.1785 -3.4505
H 5.5952 0.6696 -4.4451
H 8.0739 2.0648 -3.2879
H 6.9459 2.7048 -4.5781
H 7.9145 1.2974 -4.8794
C -1.3361 -1.8870 6.1695
C -0.2141 -1.2411 5.2734
O 0.3729 0.0189 5.8738
C 1.2469 -0.2744 6.9259
C 1.9257 1.0302 7.3476
H -0.8612 -2.3015 7.0588
H -2.0370 -1.1293 6.5196
H -1.7014 -2.7178 5.5657
H 0.4918 -1.9981 4.9315
H -0.7340 -1.0636 4.3319
H 0.6352 -0.6725 7.7355
H 1.9859 -1.0539 6.7400
H 2.4160 1.3040 6.4135
H 2.5901 0.8969 8.2014
H 1.2103 1.8072 7.6171
C -2.4120 -6.6474 -4.2877
C -2.8537 -5.5644 -5.2635
O -2.1883 -4.2674 -4.9387
C -2.4989 -3.3126 -5.9245
C -1.5296 -2.1515 -5.6417
H -2.3746 -6.2569 -3.2707
H -3.0937 -7.4919 -4.3882
H -1.4200 -7.0401 -4.5106
H -2.5110 -5.8971 -6.2432
H -3.9413 -5.5912 -5.1967
H -2.4877 -3.6820 -6.9499
H -3.5420 -3.0465 -5.7531
H -1.7612 -1.6319 -4.7120
H -1.5989 -1.4360 -6.4610
H -0.4868 -2.4386 -5.5063
C -3.2089 -4.7505 0.1748
C -1.9892 -3.8064 0.1920
O -0.9503 -4.3051 -0.6435
C -1.0752 -3.9541 -2.0436
C 0.0297 -4.5293 -2.8001
H -3.8663 -4.5161 1.0121
H -3.7687 -4.6898 -0.7585
H -2.7721 -5.7084 0.4573
H -2.3043 -2.7998 -0.0827
H -1.5828 -3.8098 1.2035
H -2.0574 -4.3253 -2.3363
H -1.0800 -2.8688 -1.9427
H 0.9813 -4.0816 -2.5133
H -0.1602 -4.3916 -3.8646
H 0.0863 -5.6078 -2.6523
C -5.6279 -1.5052 -4.1658
C -5.5201 -2.1198 -2.7701
O -5.5391 -0.9774 -1.8966
C -5.6263 -1.3317 -0.5709
C -5.5072 -0.0760 0.2732
H -6.6390 -1.1048 -4.2395
H -4.9848 -0.6506 -4.3760
H -5.5655 -2.2399 -4.9685
H -6.3674 -2.7297 -2.4569
H -4.6752 -2.8085 -2.7778
H -6.5682 -1.8312 -0.3442
H -4.8239 -2.0472 -0.3908
H -5.8482 -0.1730 1.3039
H -6.0398 0.7714 -0.1585
H -4.4582 0.2189 0.2430
C 3.6304 -2.7188 1.1657
C 2.8317 -3.9912 1.1390
O 3.6053 -5.2317 1.1309
C 4.3912 -5.4240 2.3207
C 4.6084 -6.9437 2.4337
H 4.3990 -2.9434 1.9053
H 4.1389 -2.4675 0.2349
H 2.9615 -1.9577 1.5673
H 2.1930 -4.0439 2.0208
H 2.1168 -3.9696 0.3165
H 5.3767 -4.9583 2.3229
H 3.9646 -5.1434 3.2837
H 5.2945 -7.3145 1.6721
H 3.6820 -7.5050 2.3119
H 5.0726 -7.1437 3.3994

(3)
25
Properties=species:S:1:pos:R:3 method="wB97M-V/def2-TZVPD" spin_multiplicity=3 largest_force_ev_per_a=6.27 total_energy_ev=-33627.4944 gap_ev="7.026 / 6.535"
C 1.9587 -0.3484 0.1283
C 0.2163 1.2982 0.1623
C 0.4442 2.2674 -0.9875
C -0.6960 1.9745 1.1878
C 1.1390 -2.3423 -1.2506
C -2.0654 -1.5594 1.3069
N 1.5413 0.8923 0.6366
N 1.0304 -0.9808 -0.6967
O -1.3410 -0.2700 -1.6651
O -2.3118 -2.6763 0.5915
P -0.5191 -0.2932 -0.4618
S 3.3990 -0.8832 0.5833
H 0.7445 3.3548 -0.7687
H -0.5008 2.3889 -1.7069
H 1.1716 1.9388 -1.5608
H -1.3597 1.2504 1.7213
H -1.3233 2.5943 0.7110
H -0.3349 2.4761 2.0888
H 0.8708 -3.2271 -0.4876
H 0.5550 -2.2931 -2.0546
H 2.2756 -2.4463 -1.6019
H -1.5175 -1.5003 2.2975
H -2.7367 -0.7929 1.3539
H 2.2633 1.6032 0.5623
H -2.9036 -2.4256 -0.0892

(4)
7
Properties=species:S:1:pos:R:3 method="wB97M-V/def2-TZVPD" largest_force_ev_per_a=1.23 total_energy_ev=-20187.3503 gap_ev=8.534 charge=-1
C 1.8284 -0.2219 0.5197
N -0.6992 -1.1141 0.3298
O -2.7798 0.1484 -0.4612
O -0.7733 1.4651 0.0885
F 2.3346 -1.0662 -0.4045
S -1.3870 0.1389 -0.0024
H 1.4762 0.6498 -0.0699

(5)
103
Properties=species:S:1:pos:R:3 method="wB97M-V/def2-TZVPD" spin_multiplicity=3 largest_force_ev_per_a=0.91 total_energy_ev=-190175.6675 gap_ev="5.968 / 5.850" charge=-1
Ni -0.7008 -0.1002 -0.6017
Br -2.7116 7.0117 -0.3266
C -2.3296 5.2076 -0.8204
C -2.1750 4.8843 -2.1803
C -1.8934 3.6003 -2.5521
C -1.7320 2.5491 -1.5918
O -1.3812 1.3907 -1.9592
C -2.0039 2.8991 -0.2180
C -2.1846 1.9034 0.7874
N -2.1228 0.6281 0.5830
C -2.7778 -0.2715 1.4193
C -3.8314 0.0679 2.2393
C -4.5040 -0.9027 3.0058
C -4.1530 -2.2197 2.9422
C -3.0954 -2.6204 2.0922
C -2.6800 -3.9666 1.9663
C -1.6675 -4.2815 1.1114
C -1.0623 -3.2491 0.3660
N -1.4065 -1.9972 0.4719
C -2.4050 -1.6553 1.3276
C -2.2529 4.2414 0.1382
H -2.2734 5.6583 -2.9309
H -1.7489 3.3462 -3.5946
H -2.4464 2.2631 1.7887
H -4.1666 1.0961 2.2715
H -5.3190 -0.5959 3.6498
H -4.6893 -2.9675 3.5140
H -3.1749 -4.7307 2.5547
H -1.3250 -5.3017 0.9994
H -0.2684 -3.4669 -0.3430
H -2.4131 4.4882 1.1812
O 2.8319 -0.2064 -3.0506
S 1.6154 0.4088 -2.5551
O 1.7168 1.3234 -1.4495
N 0.4974 -0.6958 -2.1755
C -0.0781 -1.3812 -3.2337
C 0.6076 -1.8114 -4.3558
C -0.0380 -2.4757 -5.4118
C -1.3688 -2.7749 -5.3593
C -2.1054 -2.4139 -4.2095
C -3.4746 -2.7257 -4.0541
C -4.1362 -2.3354 -2.9285
C -3.4264 -1.6209 -1.9446
N -2.1600 -1.3248 -2.0467
C -1.4757 -1.7094 -3.1534
C 1.0902 1.4779 -3.9248
C 0.9236 2.8198 -3.6047
C 0.7273 3.7586 -4.6074
C 0.6909 3.3633 -5.9352
C 0.8678 2.0246 -6.2570
C 1.0831 1.0848 -5.2598
H 1.6747 -1.6420 -4.3868
H 0.5413 -2.7595 -6.2831
H -1.8644 -3.2936 -6.1710
H -3.9793 -3.2833 -4.8352
H -5.1814 -2.5701 -2.7755
H -3.9306 -1.2854 -1.0421
H 0.9576 3.1116 -2.5649
H 0.5948 4.8011 -4.3454
H 0.5414 4.0963 -6.7188
H 0.8564 1.7082 -7.2929
H 1.2588 0.0601 -5.5341
C 2.0226 -1.1881 4.9253
C 1.1981 -1.2821 3.6366
C 1.2484 -2.7275 3.1195
C -0.2660 -0.9845 3.9913
P 1.6565 -0.1420 2.1129
N 0.4977 -0.1114 1.1220
C 3.3370 -0.8090 1.4419
C 4.3713 -1.2797 2.4697
C 4.0051 0.2948 0.6085
C 2.9874 -1.9519 0.4716
C 2.0017 1.6063 2.8358
C 1.9886 2.5792 1.6496
C 0.7893 1.9719 3.7033
C 3.2760 1.8102 3.6621
H 1.5910 -1.8692 5.6703
H 1.9974 -0.1893 5.3559
H 3.0618 -1.4755 4.7839
H 0.6481 -3.3741 3.7701
H 2.2574 -3.1313 3.1054
H 0.8344 -2.7829 2.1130
H -0.7576 -1.8897 4.3656
H -0.7904 -0.6448 3.1004
H -0.3553 -0.2210 4.7629
H 4.5973 -0.5124 3.2095
H 5.3041 -1.5099 1.9409
H 4.0697 -2.1816 2.9946
H 4.4752 1.0540 1.2311
H 3.2977 0.7686 -0.0657
H 4.7905 -0.1559 -0.0077
H 2.9242 -2.9149 0.9780
H 3.7528 -2.0258 -0.3066
H 2.0350 -1.7474 -0.0246
H 1.1666 2.3320 0.9747
H 2.9087 2.5509 1.0700
H 1.8564 3.6022 2.0213
H -0.1363 1.6756 3.2058
H 0.7696 3.0571 3.8535
H 0.8248 1.5082 4.6886
H 4.1760 1.7185 3.0589
H 3.3539 1.1115 4.4914
H 3.2709 2.8229 4.0844

(6)
52
Properties=species:S:1:pos:R:3 method="wB97M-V/def2-TZVPD" largest_force_ev_per_a=1.80 total_energy_ev=-55169.5863 gap_ev=4.428 charge=-1
C -1.3103 -1.7950 -4.0971
C -0.7750 -0.8316 -3.2847
C -0.9837 0.5754 -3.5559
O -1.2797 0.9839 -4.6466
O -0.7973 1.4794 -2.5292
C -1.4643 1.1043 -1.3271
C -1.8167 2.3269 -0.5159
C -0.6250 2.9979 0.1997
C -0.6982 2.7102 1.7132
C 0.5992 2.9166 2.4857
C 1.8413 2.1464 1.9769
C 1.6066 0.8110 1.2890
O 2.6822 0.7174 0.2745
S 4.0047 0.1823 0.9506
O 4.5958 -0.8311 0.1604
O 4.8476 1.2357 1.4097
O 3.2936 -0.3804 2.2980
C 1.8754 -0.4892 2.0813
Cl 1.7009 -1.9182 0.9791
N 1.3237 -0.6955 3.3675
C -0.0991 -0.3809 3.5671
C -1.0515 -0.9860 2.5477
C -1.2349 -2.4945 2.6852
H -0.7083 -2.6017 -4.5473
H -2.3751 -1.8527 -4.3077
H -0.2012 -1.1652 -2.4235
H -2.3904 0.5875 -1.5923
H -0.8570 0.3728 -0.7780
H -2.3513 3.0305 -1.1531
H -2.5432 1.9954 0.2319
H -0.7492 4.0729 0.0726
H 0.3213 2.6684 -0.2250
H -1.4292 3.4106 2.1264
H -1.1300 1.7201 1.8752
H 0.8421 3.9802 2.4832
H 0.4524 2.6475 3.5343
H 2.3296 2.7787 1.2390
H 2.5510 2.0537 2.7976
H 0.7114 0.6967 0.6881
H 1.9183 -0.1949 4.0157
H -0.2737 0.6919 3.6832
H -0.3727 -0.8181 4.5303
H -0.7995 -0.7582 1.5117
H -2.0261 -0.5248 2.7285
H -1.9559 -2.8128 1.9286
H -0.3267 -3.0543 2.4828
H -1.6755 -2.7715 3.6428
C -0.6404 -4.7030 -6.4894
O -0.7188 -4.4910 -5.1610
H -0.4917 -5.7720 -6.8075
H -1.5424 -4.3965 -7.0918
H 0.1967 -4.1753 -7.0242